Formula: C63H38I4MnN4OP
Source: the OMol25 dataset
Level of theory: the ωB97M-V functional and the def2-TZVPD basis

## Properties
**E_HOMO (spin up / spin down)**: -6.47 / -6.93 eV
**Gap between HOMO and LUMO (spin up / spin down)**: 5.264 / 5.557 eV
**E_tot**: -146967.832 eV
**Largest force on an atom**: 2.112 eV Å⁻¹

```
! wB97M-V def2-TZVPD RIJCOSX def2/J DEFGRID3
* xyz 0 5
I -2.1304 7.8471 5.5399
I -7.2055 3.2393 -6.6005
I 3.3557 -4.0210 8.0238
I -3.1358 -9.1638 -3.2605
Mn -0.8598 -0.1907 0.0557
P 2.0799 0.3419 -0.4416
O -0.1158 0.3942 -2.6037
N -0.1541 0.5012 1.8248
N -2.0393 -1.0108 -1.3901
N -1.8101 1.5736 -0.2040
N -0.3242 -2.0718 0.6039
C 1.2414 0.7337 3.6337
C -1.2925 6.3723 3.0054
C 0.6808 1.9464 3.4029
C 2.1201 4.6124 -2.1855
C -1.6695 3.8113 3.9793
C -0.1505 -4.3674 0.7475
C -1.0650 2.7868 1.8109
C 2.6318 -2.9320 3.8754
C -0.6760 -3.2561 0.0058
C -2.6913 1.8831 -1.2077
C 2.1607 2.0202 -1.1834
C 1.5443 4.3357 -0.9569
C 4.8562 -0.7039 2.3450
C 1.4215 -2.3930 6.3123
C 0.8492 -0.2140 -2.8804
C 2.7331 3.5981 -2.9021
C -2.0788 -2.3182 -1.7860
C 3.4870 0.4436 0.7248
C 3.1635 -3.4572 5.0387
C -1.7273 6.1734 4.3034
C 0.5105 -3.8493 1.8065
C 1.5548 3.0461 -0.4632
C -2.5747 -7.2640 -2.5138
C 3.7216 -2.2867 -3.8762
C -4.6332 3.1423 -4.9668
C 3.7829 -0.6918 1.4738
C -3.1775 -5.1611 -1.5608
C 2.4809 -1.7194 -3.9737
C 4.0775 -1.2706 -1.7121
C -3.7474 2.6558 -4.0231
C -0.8875 -5.6277 -2.0853
C 1.4995 -2.1252 3.9108
C -1.2469 -6.8798 -2.5519
C 2.7618 2.3062 -2.4044
C 4.2963 1.5646 0.8562
C -3.1265 1.0332 -2.2263
C 5.3702 1.5539 1.7287
C -4.0767 1.5616 -3.2272
C -1.2531 3.9818 2.6586
C -3.2282 3.1991 -1.0073
C 2.0027 -0.8780 -2.9245
C 2.8447 -0.6587 -1.7563
C -1.8459 -4.7512 -1.5888
C -2.8253 -2.4500 -3.0034
C -3.5446 -6.4128 -2.0171
C -5.8608 2.5240 -5.1272
C -2.7941 -0.3226 -2.3016
C -1.7997 2.6637 0.6306
C -2.6911 3.6729 0.1381
C 0.3911 -2.4216 1.7213
C -6.2172 1.4417 -4.3433
C -0.2192 1.7825 2.3003
C 5.6489 0.4256 2.4803
C -5.3281 0.9703 -3.3957
C -3.2553 -1.2081 -3.3310
C -1.9020 4.8950 4.8045
C 0.8811 -1.5536 2.6973
C -1.4936 -3.3953 -1.1144
C -1.0575 5.2790 2.1902
C 2.5526 -3.1862 6.2495
C 4.5355 -2.0632 -2.7597
C 0.9011 -1.8693 5.1441
C 0.6798 -0.1705 2.6778
H 1.0800 5.1263 -0.3869
H -0.2786 -5.4045 0.4989
H -4.3659 3.9941 -5.5749
H -2.8983 4.6058 0.6199
H -2.7787 3.1186 -3.9068
H 1.9921 0.4837 4.3571
H -1.8221 2.8110 4.3601
H 6.0022 2.4262 1.8095
H -2.9737 -3.3682 -3.5389
H 3.1088 -3.1502 2.9323
H 0.1472 -5.3193 -2.1231
H -3.8234 -0.9187 -4.1935
H 3.1888 3.8173 -3.8559
H -5.6119 0.1356 -2.7722
H 1.0957 2.8222 0.4895
H -3.9331 -4.4940 -1.1725
H -2.2249 4.7456 5.8254
H 4.7053 -1.1301 -0.8445
H -1.1446 7.3729 2.6272
H 3.2533 1.5237 -2.9659
H 1.0189 -4.3784 2.5870
H 4.1065 2.4458 0.2651
H 2.0914 5.6165 -2.5812
H -0.7052 5.4377 1.1826
H 0.0075 -1.2656 5.1818
H 3.1661 -1.5699 1.3439
H 4.0514 -4.0701 4.9936
H 0.9526 -2.1833 7.2608
H -7.1787 0.9660 -4.4690
H -3.9433 3.6865 -1.6390
H 0.8816 2.8725 3.9062
H -4.5797 -6.7154 -1.9908
H 1.8355 -1.8906 -4.8196
H 5.5171 -2.5071 -2.7045
H 6.4899 0.4214 3.1575
H 4.0756 -2.9256 -4.6707
H 5.0817 -1.5935 2.9172
H -0.4936 -7.5421 -2.9498
*
```